Entry from OMol25: C2H3FOTl as an isolated structure (wB97M-V/def2-TZVPD).

Last column: Löwdin charge in e.
CARTESIAN COORDINATES (ANGSTROEM)
C 0.61299 -0.66170 0.31140  0.05
C -0.80190 -0.46934 0.04801  -0.35
O -1.20208 0.71756 -0.25480  -0.31
F 1.52509 1.37538 0.07417  -0.64
H 1.31656 -1.03831 -0.43244  0.09
H -1.28481 -1.32802 -0.45794  0.13
Tl -0.05026 2.68662 -0.49883  0.87
H -0.11559 -1.28219 1.21043  0.17

Summary:
- Molar mass: 266.426 g mol⁻¹
- E_LUMO (spin up / spin down): -0.01541 / -0.01371 Ha
- Energy relative to the best compared isomer or geometry (same formula, charge and spin): 1.306 eV
- HOMO (spin up / spin down): -8.57 / -9.30 eV
- Largest force on an atom: 7.8 eV Å⁻¹
- Total charge: 0
- ⟨S²⟩: 0.76
- DFT total energy: -425.414089 Eh
- HOMO-LUMO gap (spin up / spin down): 8.15 / 8.92 eV
- Spin multiplicity: 2

---

Entry from OMol25: a 2-piece molecular cluster, C2H3FS overall (wB97M-V/def2-TZVPD).

Last column: Löwdin charge in e.
CARTESIAN COORDINATES (ANGSTROEM)
C 0.95053 -0.74541 -0.05361  -0.48
C -2.87980 0.55686 -0.45217  -0.09
F -3.63516 -0.29848 0.25296  -0.10
S -0.65547 -0.72651 -0.13123  0.73
H 1.43505 0.21425 0.07978  0.01
H 1.38142 -1.65397 -0.20728  -0.04
H -2.92130 1.57990 -0.08613  -0.02

Summary:
- Molar mass: 78.111 g mol⁻¹
- E_LUMO: -0.01759 Ha
- Energy relative to the best compared isomer or geometry (same formula, charge and spin): 4.561 eV
- HOMO: -8.44 eV
- Largest force on an atom: 3.6 eV Å⁻¹
- Total charge: 0
- DFT total energy: -575.860369 Eh
- HOMO-LUMO gap: 7.96 eV

---

Entry from OMol25: one molecule with the formula C2H3FS (wB97M-V/def2-TZVPD).

Last column: Löwdin charge in e.
CARTESIAN COORDINATES (ANGSTROEM)
C 0.57487 0.25418 -0.25338  -0.29
C -0.67686 -0.28967 0.40577  -0.67
H 0.95534 1.21545 0.27818  0.14
H 0.53717 0.33479 -1.40801  0.14
H -0.76439 -0.32576 1.47976  0.03
F 1.46903 -0.79635 -0.21470  -0.08
S -2.09516 -0.39264 -0.28761  0.73

Summary:
- Molar mass: 78.111 g mol⁻¹
- SMILES: FCC=S
- E_LUMO: -0.02234 Ha
- Energy relative to the best compared isomer or geometry (same formula, charge and spin): 0.855 eV
- HOMO: -9.08 eV
- Largest force on an atom: 2.3 eV Å⁻¹
- Total charge: 0
- DFT total energy: -575.996559 Eh
- HOMO-LUMO gap: 8.47 eV

---

Entry from OMol25: C2H3HgO as an isolated structure (wB97M-V/def2-TZVPD).

Last column: Löwdin charge in e.
CARTESIAN COORDINATES (ANGSTROEM)
O -0.12621 -0.72472 -0.29397  -0.29
C -0.14926 -0.61269 -1.63183  0.08
Hg -0.47129 1.70154 -1.23582  1.05
H -0.00906 -1.60617 0.11266  0.19
C 0.12975 0.52598 0.61876  -0.15
H 1.16469 0.38713 0.96088  0.06
H -0.53862 0.32892 1.46931  0.06

Summary:
- Molar mass: 243.635 g mol⁻¹
- E_LUMO (spin up / spin down): -0.23379 / -0.23861 Ha
- Energy relative to the best compared isomer or geometry (same formula, charge and spin): 4.268 eV
- HOMO (spin up / spin down): -13.10 / -13.78 eV
- Largest force on an atom: 1.7 eV Å⁻¹
- Total charge: +1
- DFT total energy: -306.105069 Eh
- HOMO-LUMO gap (spin up / spin down): 6.73 / 7.28 eV

---

Entry from OMol25: C2H3I2NO as an isolated structure (wB97M-V/def2-TZVPD).

Last column: Löwdin charge in e.
CARTESIAN COORDINATES (ANGSTROEM)
C 0.45769 0.15960 -1.18631  -0.45
C 0.44190 -0.00783 0.29966  -0.76
N -0.56189 0.63479 0.97555  -0.51
O -0.45405 0.59234 -1.82832  -0.04
I 0.32699 -2.30924 0.27703  0.63
I -2.50152 0.42018 0.36667  0.88
H 1.39746 -0.19118 -1.64660  0.11
H 1.41362 0.16255 0.75959  0.09
H -0.52020 0.53878 1.98272  0.04

Summary:
- Molar mass: 310.860 g mol⁻¹
- E_LUMO: -0.02118 Ha
- Energy relative to the best compared isomer or geometry (same formula, charge and spin): 1.140 eV
- HOMO: -9.04 eV
- Largest force on an atom: 0.6 eV Å⁻¹
- Total charge: 0
- DFT total energy: -803.348737 Eh
- HOMO-LUMO gap: 8.46 eV

---

Entry from OMol25: C2H3I3S as an isolated structure (wB97M-V/def2-TZVPD).

Last column: Löwdin charge in e.
CARTESIAN COORDINATES (ANGSTROEM)
C -0.22525 -0.10238 0.51890  -0.50
C -2.76728 -0.04014 -0.13285  -1.93
S 0.17776 1.38913 -0.12080  0.61
I -3.78965 -0.12032 1.78672  0.58
I -3.03858 -1.66285 -1.37837  0.67
I -2.78643 1.88889 -1.00475  0.68
H -0.04714 -0.96643 -0.06856  0.00
H -0.64218 -0.17660 1.43354  -0.05
H 0.00183 1.04568 -1.50472  -0.06

Summary:
- Molar mass: 439.825 g mol⁻¹
- E_LUMO (spin up / spin down): -0.02850 / -0.04086 Ha
- Energy relative to the best compared isomer or geometry (same formula, charge and spin): 2.940 eV
- HOMO (spin up / spin down): -7.90 / -7.58 eV
- Largest force on an atom: 3.4 eV Å⁻¹
- Total charge: 0
- DFT total energy: -1369.125683 Eh
- HOMO-LUMO gap (spin up / spin down): 7.12 / 6.47 eV

---

Entry from OMol25: one molecule with the formula C2H3IN2O (wB97M-V/def2-TZVPD).

Last column: Löwdin charge in e.
CARTESIAN COORDINATES (ANGSTROEM)
C -0.44074 -0.59398 0.43845  -0.66
C 0.55234 -0.15211 -0.68131  -0.61
N -1.64127 -0.37010 0.35913  0.10
N 0.69505 1.18250 -0.74605  0.16
O 1.09348 -0.94510 -1.38727  0.09
I 0.41074 -1.62403 2.26051  0.63
H -2.29487 -0.89288 0.93847  0.06
H 0.05895 1.67608 -0.18329  0.07
H 1.56632 1.71963 -0.99865  0.15

Summary:
- Molar mass: 197.963 g mol⁻¹
- SMILES: [H]/N=C(\I)C(N)=O
- E_LUMO: -0.00834 Ha
- Energy relative to the best compared isomer or geometry (same formula, charge and spin): 0.273 eV
- HOMO: -9.68 eV
- Largest force on an atom: 2.2 eV Å⁻¹
- Total charge: 0
- DFT total energy: -560.440503 Eh
- HOMO-LUMO gap: 9.45 eV

---

Entry from OMol25: one molecule with the formula C2H3IN2OS (wB97M-V/def2-TZVPD).

Last column: Löwdin charge in e.
CARTESIAN COORDINATES (ANGSTROEM)
C -0.48504 0.55660 -0.12362  -0.18
C 0.01495 -0.76073 0.40417  -0.49
N -1.73431 0.73824 -0.37812  0.10
N -0.83587 -1.57431 0.97449  0.18
O 1.29918 -1.11937 0.48992  -0.52
S 2.55770 -0.12897 0.50843  0.40
I 2.95214 0.65982 -1.69384  0.35
H 0.20768 1.32817 -0.50220  0.06
H -2.18043 1.65745 -0.49036  0.07
H -1.79601 -1.35691 0.81113  0.04

Summary:
- Molar mass: 230.030 g mol⁻¹
- E_LUMO (spin up / spin down): -0.01466 / -0.11710 Ha
- Energy relative to the best compared isomer or geometry (same formula, charge and spin): 1.583 eV
- HOMO (spin up / spin down): -6.84 / -9.98 eV
- Largest force on an atom: 5.5 eV Å⁻¹
- Total charge: 0
- ⟨S²⟩: 2.01
- DFT total energy: -958.477718 Eh
- HOMO-LUMO gap (spin up / spin down): 6.44 / 6.79 eV
- Spin multiplicity: 3

---

Entry from OMol25: an isolated ion of composition C2H3INOS and charge +1 (wB97M-V/def2-TZVPD).

Last column: Löwdin charge in e.
CARTESIAN COORDINATES (ANGSTROEM)
C 0.10117 0.17309 0.39886  -0.30
C 0.83761 -0.85205 0.76242  -0.29
N -1.38754 0.30302 0.36375  0.14
O 1.68963 -1.56707 1.11456  0.23
S 3.06203 0.15195 -1.80635  -0.11
I 0.88288 0.71614 -2.03509  0.86
H -1.48616 0.85112 -0.46957  0.10
H -1.73706 0.74543 1.27826  0.21
H -1.96255 -0.52164 0.39316  0.16

Summary:
- Molar mass: 216.023 g mol⁻¹
- E_LUMO (spin up / spin down): -0.25822 / -0.25822 Ha
- Energy relative to the best compared isomer or geometry (same formula, charge and spin): 1.425 eV
- HOMO (spin up / spin down): -12.85 / -12.87 eV
- Largest force on an atom: 3.3 eV Å⁻¹
- Total charge: +1
- DFT total energy: -903.446416 Eh
- HOMO-LUMO gap (spin up / spin down): 5.82 / 5.85 eV

---

Entry from OMol25: a 2-piece molecular cluster, C2H3IO2 overall (wB97M-V/def2-TZVPD).

Last column: Löwdin charge in e.
CARTESIAN COORDINATES (ANGSTROEM)
C -1.64065 -1.12383 -0.11042  -0.77
C 1.82476 0.94838 0.11817  -0.12
O -1.86118 -2.21453 0.31914  -0.02
O 0.64972 0.73641 0.06085  -0.06
I -2.79072 0.63339 0.11342  0.78
H -0.99451 -0.85133 -0.92755  0.01
H 2.57014 0.71055 -0.69426  0.10
H 2.24245 1.16094 1.12065  0.08

Summary:
- Molar mass: 185.948 g mol⁻¹
- SMILES: O=CI.C=O
- E_LUMO: 0.00979 Ha
- Energy relative to the best compared isomer or geometry (same formula, charge and spin): 2.084 eV
- HOMO: -9.67 eV
- Largest force on an atom: 1.8 eV Å⁻¹
- Total charge: 0
- DFT total energy: -526.122342 Eh
- HOMO-LUMO gap: 9.94 eV